Here is the molecule C10H20Si2 from OMol25. Energies are from ωB97M-V with the def2-TZVPD basis set.

Structure (XYZ):
```
32
Properties=species:S:1:pos:R:3:forces:R:3
Si -0.078071 0.306433 -0.767964 -1.9507 1.7252 0.4040
Si 1.816460 -0.497227 0.323994 0.6416 0.7766 1.9749
C -1.446457 -2.180519 -0.247894 1.7943 -2.7701 -1.1389
C -2.810935 -0.147504 -0.237994 -1.8869 -0.4189 -0.2310
C 1.114471 -0.691361 2.172363 3.5686 -1.8878 -1.0176
C -0.009638 0.632203 -2.692646 0.6335 -1.1760 0.5353
C 2.130701 -2.222439 -0.488240 1.1428 1.1369 1.7146
C -1.604524 2.036526 0.480682 1.4726 -2.2409 -1.5714
C -2.811711 1.141709 0.735393 1.0806 -0.9069 0.9221
C 3.457667 0.695591 0.377949 -1.2294 -0.7982 -1.2355
C -1.511502 -0.878830 -0.359380 0.3814 1.5787 0.4475
C -1.209051 3.262676 0.776434 -1.8719 -0.0063 0.8446
H 3.333579 1.793600 0.601315 -0.0279 -1.3653 -0.0907
H -3.131981 -0.085746 -1.348308 0.1660 1.1604 1.6676
H -0.342587 3.656499 0.378928 2.0225 0.4068 -0.7793
H -1.704475 4.055684 1.373597 -0.4347 -0.8603 -0.1901
H -3.579828 -0.863950 0.166663 0.6032 0.6124 -0.2086
H -3.755594 1.707009 0.663050 0.2781 -0.2850 -0.0252
H 0.843823 0.233891 2.530410 -0.2854 2.3225 1.0170
H 3.944718 0.563950 -0.614215 -0.3342 0.3992 0.4118
H 4.134160 0.182788 1.048096 0.1792 0.2081 0.5696
H 3.206816 -2.234797 -0.700152 -0.3200 0.0273 -0.9787
H 0.225197 -1.225152 2.099153 -1.5753 -1.3220 -0.0999
H -2.276018 -2.899551 -0.295387 -0.0989 0.6242 0.6528
H -0.962999 0.422376 -3.156533 -0.3287 -0.6897 -0.0316
H -2.711491 0.750668 1.863993 -0.3336 0.5991 -2.4453
H 0.824173 0.082268 -3.235210 -1.0370 0.6115 0.7344
H 2.064961 -3.046845 0.226288 -0.6832 0.1269 -0.0500
H -0.460349 -2.728180 -0.400687 -1.2516 0.8021 0.3215
H 1.415039 -2.252397 -1.284561 0.2355 -0.6401 -0.7835
H 1.836841 -1.239445 2.906833 -1.2118 1.0477 -1.3484
H 0.058604 1.670073 -2.895968 0.6612 1.2021 0.0080
```
Forces are in eV/Å.

Summary:
Energy   -26445.89084 eV
Spin multiplicity   1
E_HOMO   -7.95 eV
Orbital gap   8.65 eV
LUMO energy   0.70 eV
Net charge   0
ΔE to the lowest compared entry with this formula, charge and spin   32.3 kcal/mol

Atom charges from the natural (NBO) analysis, given in e for atoms 1 to 2:
1 Si 1.01
2 Si 1.11